1.
33
Properties=species:S:1:pos:R:3:forces:R:3:lowdin_charge:R:1 method="wB97M-V/def2-TZVPD" orbital_gap_ev="6.10 / 6.10" de_lowest_kj_mol=0.0 molar_mass_g_mol=779.84 total_charge=-1 energy_ev=-180666.5946
Pd -0.0665 0.0525 -2.1735 -0.7 0.0 0.2 -0.05
Se -2.2010 1.3024 -1.8618 0.0 0.0 0.0 -0.13
Te -2.0897 -0.0917 -3.8971 0.3 -0.1 0.3 0.25
Te 0.3118 0.5622 -5.0482 0.2 0.0 -0.2 0.14
Se 1.7318 -0.8571 -3.5257 0.1 0.0 -0.2 -0.17
N 1.5716 -2.7492 0.0184 0.0 0.0 -0.1 0.10
C 0.2412 -2.5269 0.0761 0.0 0.0 0.1 -0.91
S -0.8114 -3.4559 -0.8392 0.0 0.1 0.0 0.57
N -0.0896 -1.5183 0.9271 0.0 0.0 0.0 0.06
C -1.3420 -0.9494 1.2216 0.0 0.0 0.0 -0.26
C -2.5410 -1.6545 1.2184 0.0 0.0 0.0 -0.05
C -3.7182 -0.9992 1.5529 0.0 0.0 0.0 -0.09
C -3.7221 0.3409 1.9048 0.0 0.0 0.0 -0.12
C -2.5199 1.0355 1.9266 0.0 0.0 0.0 -0.11
C -1.3403 0.3981 1.5876 0.0 0.0 0.0 -0.06
H 1.8772 -3.3437 -0.7310 0.0 0.0 0.0 0.08
H 2.2383 -2.1261 0.4588 0.0 0.0 0.0 0.05
H 0.6791 -0.8866 1.1140 0.0 0.0 0.0 0.10
H -2.5474 -2.6958 0.9421 0.0 0.0 0.0 0.05
H -4.6474 -1.5559 1.5357 0.0 0.0 0.0 0.10
H -4.6489 0.8396 2.1579 0.0 0.0 0.0 0.09
H -2.4981 2.0841 2.1964 0.0 0.0 0.0 0.10
H -0.4049 0.9444 1.5766 0.0 0.0 0.0 0.11
N 1.6777 2.6184 -1.3146 0.0 0.0 0.0 0.18
C 1.9230 1.5407 -0.5334 0.2 0.2 -0.3 -0.52
O 1.1031 0.5790 -0.4981 0.0 -0.1 -0.1 -0.20
C 3.0971 1.5085 0.2605 -0.2 -0.3 0.0 -0.21
C 3.2861 0.3357 1.0209 0.1 0.2 0.2 -0.22
N 3.3799 -0.6279 1.6539 0.0 -0.1 -0.1 0.12
C 4.0140 2.5749 0.2712 0.0 0.1 0.2 -0.26
N 4.7244 3.4870 0.2668 0.0 0.0 -0.1 0.11
H 2.4081 3.2882 -1.4851 0.0 0.0 0.0 0.10
H 0.9236 2.5460 -1.9806 0.0 0.0 0.0 0.06

2.
88
Properties=species:S:1:pos:R:3:forces:R:3:lowdin_charge:R:1 method="wB97M-V/def2-TZVPD" orbital_gap_ev=4.39 de_lowest_kj_mol=42.8 molar_mass_g_mol=695.87 total_charge=0 energy_ev=-74757.7308
K -0.2741 -0.3935 -0.0585 -0.8 0.5 -0.3 0.68
C 4.9353 -3.1661 4.7433 0.0 0.1 0.0 -0.07
C 4.1065 -2.8418 3.5374 -0.2 0.0 0.1 -0.30
C 4.5577 -3.0785 2.2409 -0.1 0.0 0.2 -0.05
C 3.7855 -2.7382 1.1606 0.0 0.1 0.1 -0.03
C 2.4983 -2.1517 1.2745 0.3 -0.2 0.2 -0.25
N 1.8038 -1.8048 0.1769 -0.1 0.6 0.1 -0.02
C 1.8125 -2.5664 -0.9273 0.1 -0.3 0.0 -0.28
C 1.8146 -3.9802 -0.8296 -0.1 -0.1 -0.1 -0.04
C 1.6524 -4.8089 -1.9090 0.0 0.1 -0.1 -0.07
C 1.4807 -4.2887 -3.1908 0.1 0.1 -0.1 -0.30
C 1.2752 -5.1896 -4.3724 -0.2 0.1 0.0 -0.06
C 1.5124 -2.9102 -3.3269 0.0 -0.2 0.0 -0.02
C 1.7120 -2.0514 -2.2502 -0.2 -0.9 0.4 -0.16
N 1.9082 -0.6926 -2.5486 0.5 0.4 -0.6 -0.09
C 2.5293 -0.2275 -3.6594 0.1 0.4 -0.2 -0.06
C 2.5372 1.1446 -3.5754 0.0 -0.1 -0.1 -0.06
C 1.9001 1.4195 -2.3589 0.2 0.0 -0.2 -0.17
N 1.5303 0.3044 -1.7585 -0.2 0.4 0.3 0.00
C 2.0541 -1.9142 2.6027 1.0 -0.3 -0.3 -0.12
C 2.8658 -2.2467 3.6813 0.3 -0.1 0.0 -0.01
N 0.7676 -1.4457 2.9461 -0.5 -0.4 0.4 -0.09
C 0.0302 -1.9722 3.9478 -0.4 -0.1 0.1 -0.08
C -1.1269 -1.2331 4.0374 0.1 -0.1 0.2 -0.07
C -0.9928 -0.2684 3.0374 0.0 -0.2 0.3 -0.19
N 0.1578 -0.4055 2.4013 0.3 0.7 0.1 -0.02
H 5.6317 -3.9749 4.5363 0.1 -0.1 0.0 0.07
H 4.3054 -3.4582 5.5820 0.0 0.0 0.1 0.07
H 5.5139 -2.2939 5.0519 0.1 0.0 0.1 0.08
H 5.5289 -3.5290 2.0920 0.1 0.0 -0.1 0.11
H 4.1646 -2.9031 0.1626 0.0 0.0 -0.1 0.11
H 1.9251 -4.4049 0.1583 0.0 0.0 0.1 0.11
H 1.6373 -5.8796 -1.7635 0.0 -0.2 0.0 0.11
H 1.7551 -6.1522 -4.2062 0.0 -0.1 -0.1 0.07
H 1.6850 -4.7503 -5.2804 0.0 0.0 -0.1 0.07
H 0.2112 -5.3698 -4.5370 0.0 -0.1 -0.1 0.08
H 1.3988 -2.4833 -4.3152 0.0 0.0 -0.1 0.11
H 2.9400 -0.8690 -4.4141 0.0 -0.2 0.0 0.12
H 2.9515 1.8342 -4.2841 0.1 0.1 -0.1 0.09
H 1.7022 2.3701 -1.9057 -0.1 0.2 0.2 0.10
H 2.5086 -2.0274 4.6784 0.0 0.0 0.1 0.11
H 0.3484 -2.8325 4.5020 0.1 -0.1 0.0 0.12
H -1.9303 -1.3637 4.7336 -0.2 -0.1 0.1 0.09
H -1.6800 0.5106 2.7733 -0.1 0.1 -0.2 0.09
N -3.0716 -0.0841 -0.2944 -0.1 0.2 0.3 -0.02
C -3.7334 -0.9684 -1.2313 -0.2 -0.1 -0.4 -0.27
C -2.7440 -1.5225 -2.2559 -0.4 -0.1 0.2 -0.22
N -1.6217 -2.2026 -1.6466 0.2 -0.1 -0.6 -0.11
C -1.8790 -3.5689 -1.2326 -0.2 -0.1 0.3 -0.20
C -2.3271 -3.6631 0.2288 0.0 -0.3 -0.2 -0.26
N -1.3940 -2.9404 1.0656 0.1 -0.1 0.3 0.01
H -2.8161 0.7847 -0.7488 0.0 0.1 0.0 0.03
H -3.6913 0.1335 0.4746 0.0 0.1 0.0 0.08
H -4.1681 -1.7944 -0.6714 -0.1 0.0 0.0 0.09
H -4.5531 -0.4767 -1.7851 0.1 -0.2 0.1 0.11
H -3.3047 -2.1930 -2.9343 0.1 0.2 0.0 0.12
H -2.3640 -0.6783 -2.8345 0.1 0.0 -0.2 0.11
H -0.8498 -2.2118 -2.3012 0.0 0.0 0.0 0.08
H -2.6444 -4.0469 -1.8691 0.1 0.0 0.0 0.12
H -0.9476 -4.1334 -1.3317 -0.1 0.0 -0.1 0.10
H -3.3106 -3.2132 0.3622 0.0 -0.1 0.0 0.09
H -2.4086 -4.7367 0.4813 -0.1 0.2 0.0 0.11
H -1.7214 -2.8939 2.0230 0.1 0.0 0.0 0.06
H -0.5032 -3.4230 1.0647 0.2 0.1 0.1 0.07
O -3.8203 6.6167 -2.5622 0.0 -0.1 0.4 0.07
N -3.8117 6.4574 -1.3490 -1.0 1.4 -0.4 -0.33
O -4.3522 7.2372 -0.5751 0.1 -0.2 -0.3 0.07
C -3.1346 5.3370 -0.7804 0.7 -1.0 1.7 -0.08
C -3.0797 5.2962 0.5928 -0.3 0.5 -1.1 0.08
C -2.2954 4.3451 1.2709 0.6 -0.8 0.0 -0.13
C -2.1225 4.3800 2.6696 0.2 -0.1 -0.2 0.00
C -1.1702 3.5687 3.2305 -0.1 0.2 0.0 -0.03
C -0.4262 2.7207 2.3931 -0.1 0.1 0.2 -0.13
N -0.6482 2.5888 1.1076 0.3 -0.3 -0.1 0.14
C -1.5593 3.3778 0.5382 -0.5 0.8 0.4 -0.15
C -1.7483 3.3073 -0.8901 -0.4 0.5 -0.3 -0.15
N -1.1746 2.2853 -1.5309 0.2 -0.2 0.0 0.11
C -1.2472 2.2299 -2.8385 0.0 -0.1 -0.1 -0.13
C -1.9117 3.1863 -3.6041 -0.2 0.3 0.2 -0.02
C -2.5552 4.2205 -2.9639 0.2 -0.3 -0.4 0.01
C -2.4974 4.3126 -1.5627 0.2 -0.2 -0.1 -0.05
H -3.5922 6.0588 1.1626 0.0 0.0 -0.1 0.13
H -2.7109 5.0675 3.2620 0.0 0.1 0.1 0.12
H -0.9634 3.5992 4.2891 0.0 0.0 0.1 0.11
H 0.3699 2.1089 2.7908 0.0 -0.1 0.1 0.11
H -0.7583 1.3846 -3.3062 0.1 -0.1 -0.1 0.11
H -1.9321 3.1116 -4.6793 0.0 0.0 -0.1 0.11
H -3.0974 4.9582 -3.5284 0.0 -0.1 0.0 0.10

3.
20
Properties=species:S:1:pos:R:3:forces:R:3:lowdin_charge:R:1 method="wB97M-V/def2-TZVPD" orbital_gap_ev=7.87 smiles="C/C=C/C=C/O.O.O" de_lowest_kj_mol=345.2 molar_mass_g_mol=120.15 total_charge=0 energy_ev=-11519.1887
C -2.5914 0.7025 -0.5684 -2.0 -1.1 -3.0 -0.14
C -1.2467 0.9124 -0.0398 0.3 -4.5 -0.8 -0.16
C -0.4740 -0.1618 0.2767 -1.7 4.0 -1.7 -0.15
C 0.7538 0.1334 0.8994 1.2 -4.1 2.2 -0.11
C 1.0347 -0.6861 1.9612 0.2 3.1 -0.5 -0.17
O 1.9416 -0.2643 2.8673 1.7 -0.6 0.6 -0.02
H -2.8316 -0.2127 -1.2877 1.3 1.7 1.6 0.08
H -3.2249 0.4577 0.2521 -1.1 0.5 0.7 0.06
H -2.9719 1.5458 -1.1912 0.1 -0.2 0.9 0.08
H -0.9355 1.8645 0.1639 0.9 2.3 0.5 0.07
H -0.8371 -1.1178 0.0628 -0.4 -1.5 0.0 0.10
H 1.5049 0.7651 0.4851 0.2 0.9 0.1 0.09
H 0.4689 -1.4873 2.4054 -0.5 -0.2 -0.5 0.12
H 2.5579 0.3481 2.4353 -0.2 -0.1 0.1 0.09
H -1.4869 -1.7190 -2.4325 1.7 0.3 0.1 0.00
H -2.5525 -1.0371 -3.4162 0.8 -1.7 2.0 0.10
O -2.3925 -1.6991 -2.6534 -2.5 1.1 -2.4 -0.09
H 4.9047 1.0633 0.1900 -1.6 0.4 0.2 0.07
H 4.3835 -0.1000 -0.4148 -1.2 -0.1 0.0 0.05
O 3.9951 0.6925 0.0048 2.7 -0.2 -0.1 -0.08

4.
9
Properties=species:S:1:pos:R:3:forces:R:3:lowdin_charge:R:1 method="wB97M-V/def2-TZVPD" orbital_gap_ev="6.96 / 7.74" de_lowest_kj_mol=462.4 molar_mass_g_mol=85.05 total_charge=0 energy_ev=-13948.5505
C -2.5762 1.0552 0.0821 -1.2 4.2 0.4 -0.42
C -2.3267 -0.2076 -0.0131 1.1 -4.4 -0.6 -0.53
C 0.3893 0.9420 -0.0239 -0.2 2.1 -2.4 0.09
N -2.8419 2.1962 0.1625 0.2 -0.6 -0.1 0.18
P -2.7162 -1.7918 -0.0757 1.2 -0.4 -0.3 0.82
H 0.3017 2.0273 -0.0719 0.0 -0.4 0.9 0.01
H 0.3902 0.2953 0.7626 0.1 -1.2 2.2 -0.04
H 0.3475 0.5561 -1.0083 0.2 -0.8 -0.7 -0.02
H -1.4121 -2.5745 -0.4729 -1.3 1.4 0.5 -0.08

5.
20
Properties=species:S:1:pos:R:3:forces:R:3:lowdin_charge:R:1 method="wB97M-V/def2-TZVPD" orbital_gap_ev="4.84 / 4.84" de_lowest_kj_mol=409.3 molar_mass_g_mol=133.16 total_charge=+2 energy_ev=-12765.5549
C 2.8860 0.2339 0.0745 -2.1 -0.6 0.6 -0.37
C 0.6980 -0.8559 0.0717 1.1 1.9 1.5 -0.21
C -4.3848 1.0458 -0.7446 -5.2 -0.2 -1.5 0.02
N 4.1800 0.2269 -0.2022 -0.7 0.3 0.2 0.24
N 2.2822 1.1897 0.7517 0.8 2.1 2.0 0.18
N -2.8205 0.1101 0.5761 -3.1 1.8 -0.5 0.35
N 0.0232 -1.9302 -0.0471 0.1 -3.7 -2.1 0.09
N 1.9926 -0.8320 -0.2682 4.3 -1.5 -2.3 0.05
O -3.9458 0.7351 0.5857 3.8 -2.4 0.1 0.04
H -4.9366 0.1564 -1.2808 0.7 1.0 1.8 0.17
H -3.6006 1.1599 -1.4132 1.9 1.0 -0.7 0.08
H -5.2236 1.8652 -0.6866 2.1 -1.3 0.2 0.17
H 4.7325 1.0276 0.1230 -0.1 -0.7 -0.4 0.16
H 4.6227 -0.5487 -0.6786 0.0 0.3 0.0 0.15
H 2.7621 1.9625 1.3192 -0.5 -1.7 -1.6 0.19
H 1.3453 0.9803 1.1137 0.3 -0.2 -0.7 0.09
H -2.5561 -0.0618 1.5540 -0.4 0.2 0.7 0.15
H -0.7934 -1.9426 0.4863 -1.6 -0.2 0.4 0.05
H 0.1774 -2.8775 -0.5721 0.3 2.2 1.2 0.19
H 2.5595 -1.6446 -0.7626 -1.8 1.7 1.2 0.21

6.
14
Properties=species:S:1:pos:R:3:forces:R:3:lowdin_charge:R:1 method="wB97M-V/def2-TZVPD" orbital_gap_ev=10.08 smiles="CON(C=O)C(N)=O" de_lowest_kj_mol=402.0 molar_mass_g_mol=118.09 total_charge=0 energy_ev=-12328.0611
C -2.0568 -0.1951 0.1230 3.8 -1.3 -2.1 -0.05
C -0.1027 1.5316 0.0034 1.2 -3.0 -0.4 -0.67
C 0.8624 -1.9549 0.2915 -0.6 2.9 1.2 -0.03
N 1.1067 1.7835 -0.5260 0.8 4.1 0.2 0.18
N -0.3682 0.2003 0.1044 -4.1 -4.6 1.2 0.01
O -2.4516 -1.2651 -0.2095 0.9 1.2 1.0 0.11
O -0.9167 2.2610 0.4852 -0.8 2.4 0.3 0.06
O 0.4336 -0.8019 -0.4718 -0.3 0.9 -1.9 -0.18
H -2.5550 0.7252 0.2218 -0.8 1.2 0.7 0.10
H 0.0444 -2.6010 0.5484 -0.1 -0.8 -0.6 0.08
H 1.1890 -1.5002 1.2014 0.4 -0.1 1.2 0.07
H 1.7544 -2.2656 -0.2056 0.0 -0.9 -0.6 0.08
H 1.7574 1.2846 -1.0908 -0.4 -1.0 0.0 0.10
H 1.3030 2.7978 -0.4751 0.0 -1.0 -0.2 0.13

7.
52
Properties=species:S:1:pos:R:3:forces:R:3:lowdin_charge:R:1 method="wB97M-V/def2-TZVPD" orbital_gap_ev=9.15 smiles="NC(N)=O.NC(N)=O.NC(N)=O.NC(N)=O.NC(N)=O.O.O.O.O" de_lowest_kj_mol=28.7 molar_mass_g_mol=372.34 total_charge=0 energy_ev=-38973.5604
C -23.3860 -17.8573 -13.7667 0.8 -0.5 -0.9 -0.70
O -23.6575 -18.9557 -13.3232 -0.2 -0.2 0.6 0.03
N -22.0924 -17.4290 -13.9324 -0.3 -0.1 0.0 0.16
N -24.2734 -17.0536 -14.3994 -1.2 1.5 -0.6 0.16
H -21.8983 -16.5176 -14.3172 0.2 0.1 0.4 0.07
H -21.3724 -18.0335 -13.5811 0.0 0.2 0.2 0.06
H -24.0301 -16.1059 -14.6479 0.4 -0.1 0.2 0.09
H -25.2719 -17.1338 -14.3166 0.1 -0.7 0.4 0.10
C -20.4632 -19.8628 -15.9034 0.5 1.7 -1.1 -0.64
O -19.9250 -19.5800 -14.8421 0.2 -0.3 0.5 0.00
N -21.6654 -19.3747 -16.3004 0.2 -0.7 0.6 0.19
N -19.7757 -20.4518 -16.9392 -0.6 -0.4 0.7 0.16
H -22.0329 -19.7616 -17.1491 -0.6 0.4 0.1 0.10
H -22.2095 -18.8831 -15.6029 -0.2 -0.2 -0.2 0.08
H -18.7791 -20.4754 -16.8798 0.0 -0.4 -0.1 0.09
H -20.3128 -20.6549 -17.7599 0.7 -0.1 -0.4 0.09
C -16.9200 -13.4868 -14.8695 -1.3 -0.5 -0.2 -0.67
O -17.7067 -12.6159 -15.2313 0.1 0.3 0.1 0.00
N -16.0979 -13.3479 -13.8164 0.9 0.9 0.8 0.16
N -16.8952 -14.7146 -15.4378 0.8 0.2 -0.2 0.17
H -16.1303 -12.4787 -13.3138 0.0 0.0 -0.1 0.11
H -15.5103 -14.0635 -13.4331 -0.2 -0.2 -0.1 0.10
H -16.1955 -15.3486 -15.1009 -0.4 -0.4 -0.1 0.09
H -17.6826 -15.0286 -15.9720 0.0 -0.2 0.0 0.06
C -19.0683 -15.4849 -19.7090 0.9 0.5 -1.5 -0.71
O -19.2176 -14.8945 -20.7739 -0.4 0.0 0.6 0.02
N -19.3821 -14.9806 -18.4962 -1.2 1.3 0.9 0.16
N -18.4101 -16.6488 -19.6416 0.4 -1.6 0.2 0.16
H -19.5564 -15.5790 -17.7041 0.1 -0.3 -0.1 0.06
H -20.0439 -14.2215 -18.5784 0.1 0.0 0.2 0.11
H -18.1480 -17.0555 -18.7569 0.1 0.1 -0.3 0.05
H -17.9464 -16.9711 -20.4710 -0.1 0.0 0.0 0.11
C -21.0304 -13.5655 -14.4066 -0.3 -0.9 1.4 -0.68
O -21.8535 -14.2718 -13.8124 -0.1 0.1 -0.5 -0.01
N -20.3626 -13.9820 -15.4950 0.5 0.2 -1.3 0.17
N -20.6720 -12.3471 -13.9480 -0.3 0.4 -0.2 0.17
H -19.6455 -13.3594 -15.8430 0.2 -0.2 0.0 0.07
H -20.2081 -14.9643 -15.6436 -0.2 -0.1 0.2 0.06
H -19.8502 -11.8884 -14.3043 0.0 0.1 0.2 0.08
H -21.2174 -11.9929 -13.1844 0.2 0.2 0.0 0.11
O -18.9045 -16.9129 -15.8922 0.1 0.1 -0.2 -0.06
H -18.2727 -17.4596 -16.3902 -0.1 0.1 0.1 0.00
H -18.9942 -17.3595 -15.0431 -0.1 -0.1 0.0 0.04
O -16.9386 -18.1590 -17.5744 0.1 -0.2 0.3 -0.04
H -17.0087 -19.1176 -17.5319 0.0 0.0 -0.1 0.06
H -16.0935 -17.9571 -17.1569 0.0 0.1 -0.1 0.08
O -19.8781 -18.9567 -12.0319 0.1 0.3 0.0 -0.06
H -19.8014 -19.0310 -12.9911 0.1 -0.5 -0.1 -0.02
H -20.3104 -19.7718 -11.7625 -0.1 0.0 0.0 0.05
O -17.9884 -16.3227 -12.3765 0.1 0.1 -0.2 -0.06
H -17.7828 -16.3697 -11.4389 0.0 -0.1 0.0 0.04
H -18.8790 -16.6849 -12.4384 0.0 -0.1 0.2 0.01